(1)
CHFS2 | ωB97M-V/def2-TZVPD

## Properties
ΔE to the lowest compared entry with this formula, charge and spin   0.0 kcal/mol
Gap between HOMO and LUMO (alpha / beta)   0.276 / 0.256 Ha
Net charge   0
2S+1   3
E   -25436.6116 eV
HOMO (alpha / beta)   -7.51 / -9.52 eV
LUMO (alpha / beta)   -0.0005 / -0.0939 Ha

Structure (XYZ):
```
5
Properties=species:S:1:pos:R:3:forces:R:3
C -0.5570 -0.2189 -0.8010 -0.21 -0.34 1.54
F 0.0379 -1.2163 -1.3358 0.13 -0.18 -1.34
S -1.4101 1.0539 -1.0698 -0.12 0.38 -0.84
S 0.3719 -0.1109 1.7364 0.53 0.26 0.59
H 1.5573 0.4922 1.4702 -0.32 -0.12 0.06
```
Forces are in eV/Å.



(2)
C60H48F3N6O4P2Tl | ωB97M-V/def2-TZVPD

## Properties
ΔE to the lowest compared entry with this formula, charge and spin   3.5 kcal/mol
Gap between HOMO and LUMO   0.269 Ha
Net charge   0
2S+1   1
E   -111553.2085 eV
HOMO   -7.54 eV
LUMO   -0.0079 Ha

Structure (XYZ):
```
124
Properties=species:S:1:pos:R:3:forces:R:3
Tl 0.4268 1.1185 0.9795 0.04 -0.02 -0.13
C -0.9411 4.2678 -2.7151 0.01 0.03 -0.03
C -0.8541 5.5119 -2.1140 0.01 -0.04 -0.01
C -0.7380 5.5855 -0.7367 0.02 0.05 0.04
C -0.7130 4.4088 0.0074 -0.10 0.01 -0.14
N -0.8204 3.2175 -0.5768 0.15 -0.18 0.16
C -0.9161 3.1502 -1.8960 -0.03 -0.05 -0.08
C -0.5880 4.4233 1.4950 0.02 0.00 0.21
C -0.1173 5.5490 2.1668 0.01 -0.03 -0.06
C -0.0469 5.5145 3.5453 -0.02 0.05 0.01
C -0.4385 4.3721 4.2177 0.02 -0.02 0.00
C -0.8702 3.2720 3.4803 0.16 0.25 -0.10
N -0.9341 3.3113 2.1458 -0.10 0.07 0.16
C -1.2349 1.9873 4.1542 -0.12 -0.17 0.07
C -1.2370 1.8495 5.5437 0.01 0.08 0.00
C -1.5473 0.6227 6.1019 -0.01 -0.04 -0.01
C -1.8413 -0.4460 5.2690 0.00 0.03 0.03
C -1.8244 -0.2174 3.9027 0.00 -0.04 0.01
N -1.5462 0.9624 3.3643 0.12 0.03 -0.23
H -1.0260 4.1634 -3.7883 0.00 -0.01 0.02
H -0.8751 6.4146 -2.7107 -0.01 0.01 0.02
H -0.6798 6.5503 -0.2541 -0.01 0.00 0.01
H -0.9760 2.1515 -2.3188 -0.02 0.02 0.01
H 0.2123 6.4235 1.6266 0.00 0.01 -0.01
H 0.3174 6.3738 4.0937 0.00 -0.02 0.00
H -0.3839 4.3461 5.2949 0.01 -0.02 0.00
H -1.0092 2.6823 6.1920 0.02 -0.01 -0.01
H -1.5574 0.5023 7.1776 0.01 0.01 0.00
H -2.0827 -1.4224 5.6671 0.01 0.00 -0.02
H -2.0355 -1.0178 3.1983 -0.03 0.04 0.02
C -0.6037 -2.9397 -0.7428 -0.06 0.16 0.00
N -1.5957 -2.8907 -1.8009 0.07 0.03 -0.11
C -2.2743 -1.6232 -2.0157 0.06 0.11 0.41
P -2.9364 -0.8626 -0.4318 -0.26 -0.05 -0.07
C -3.9657 0.4988 -1.1207 0.14 0.02 0.10
C -4.1332 0.7923 -2.4709 0.06 0.04 -0.01
C -4.9693 1.8296 -2.8683 -0.02 0.04 -0.03
C -5.6456 2.5856 -1.9247 0.02 -0.02 0.01
C -5.4721 2.3114 -0.5731 -0.02 0.02 -0.02
C -4.6334 1.2837 -0.1779 0.06 0.04 0.00
C -4.3124 -2.0387 -0.0465 0.13 0.08 -0.08
C -4.4780 -2.4642 1.2673 0.04 -0.03 -0.02
C -5.5088 -3.3314 1.6092 -0.03 -0.04 0.05
C -6.3746 -3.7975 0.6338 0.04 0.00 -0.03
C -6.2232 -3.3735 -0.6815 0.01 0.02 -0.02
C -5.2101 -2.4902 -1.0138 -0.04 -0.03 0.05
C -2.3616 -4.0559 -2.0137 0.05 -0.13 -0.04
C -3.0497 -4.2255 -3.2224 0.03 0.03 0.01
C -3.7838 -5.3711 -3.4676 0.01 0.02 0.03
C -3.8467 -6.3873 -2.5213 -0.04 -0.03 0.01
C -3.1610 -6.2347 -1.3286 0.00 0.01 -0.03
C -2.4254 -5.0843 -1.0724 0.00 0.02 0.02
P 0.6496 -1.5356 -0.8008 -0.31 -0.56 -0.39
C 1.4988 -1.9752 -2.3632 0.11 0.15 0.07
C 2.1165 -3.2032 -2.5885 -0.06 -0.02 -0.04
C 2.7991 -3.4395 -3.7722 -0.02 -0.06 0.04
C 2.8806 -2.4462 -4.7395 -0.03 0.05 -0.01
C 2.2553 -1.2252 -4.5316 0.03 -0.05 -0.07
C 1.5658 -0.9955 -3.3499 0.00 0.01 0.06
C 1.7838 -2.2038 0.4763 -0.01 0.11 0.11
C 3.1671 -2.0962 0.3235 -0.01 0.02 -0.05
C 4.0249 -2.5280 1.3236 0.01 -0.02 0.01
C 3.5208 -3.0726 2.4973 -0.02 0.00 -0.01
C 2.1485 -3.1602 2.6733 0.01 -0.02 0.01
C 1.2879 -2.7148 1.6784 0.00 0.00 -0.02
H -0.0624 -3.8822 -0.8307 -0.03 -0.04 0.07
H -1.0809 -2.9021 0.2480 0.09 -0.05 0.04
H -3.0959 -1.7889 -2.7021 0.00 0.04 -0.16
H -1.5945 -0.8828 -2.4525 0.00 -0.05 -0.06
H -3.6048 0.2330 -3.2323 -0.03 -0.05 0.00
H -5.0961 2.0448 -3.9224 0.03 -0.01 0.01
H -6.2957 3.3918 -2.2399 0.00 -0.01 0.01
H -5.9866 2.9078 0.1701 0.02 -0.02 0.01
H -4.4735 1.0885 0.8779 -0.04 0.01 -0.02
H -3.7967 -2.1109 2.0335 0.01 0.01 -0.02
H -5.6373 -3.6435 2.6384 0.04 -0.01 -0.01
H -7.1670 -4.4883 0.8926 0.00 0.02 0.01
H -6.8993 -3.7289 -1.4493 0.00 0.00 0.01
H -5.1292 -2.1440 -2.0370 0.03 -0.01 -0.02
H -2.9815 -3.4622 -3.9875 0.02 0.00 0.00
H -4.2944 -5.4818 -4.4164 0.00 0.01 0.01
H -4.4155 -7.2868 -2.7180 0.01 0.02 0.00
H -3.1986 -7.0157 -0.5793 0.00 0.01 0.00
H -1.9158 -4.9877 -0.1235 0.00 0.00 -0.01
H 2.0721 -3.9767 -1.8296 0.04 0.01 0.00
H 3.2705 -4.4003 -3.9398 0.02 0.03 0.01
H 3.4352 -2.6232 -5.6526 -0.03 -0.01 0.00
H 2.3193 -0.4479 -5.2830 -0.01 0.00 0.02
H 1.0956 -0.0346 -3.1746 0.06 0.03 0.03
H 3.5635 -1.6550 -0.5815 0.02 -0.01 0.03
H 5.0961 -2.4420 1.1867 -0.01 0.01 -0.02
H 4.1950 -3.4184 3.2714 0.00 0.00 -0.01
H 1.7417 -3.5816 3.5852 0.00 0.03 0.00
H 0.2203 -2.7760 1.8495 -0.01 -0.01 0.00
F 5.9822 -1.4592 5.0969 0.02 0.02 -0.01
C 5.9734 -0.1402 4.8361 0.03 0.01 0.04
F 7.0073 0.1170 4.0217 -0.01 -0.01 0.02
F 6.2203 0.4923 6.0015 0.01 -0.04 -0.04
C 4.6635 0.3053 4.2501 -0.04 0.00 -0.01
C 4.6128 1.3801 3.3788 0.00 -0.05 0.01
C 3.3726 1.7690 2.8940 0.04 0.01 0.00
N 2.2388 1.1676 3.2535 0.00 0.07 0.00
C 2.3042 0.1342 4.0876 -0.03 0.01 0.01
C 3.4938 -0.3424 4.6113 0.02 0.05 0.00
H 5.5140 1.8910 3.0693 -0.02 0.00 -0.02
H 3.2792 2.5706 2.1688 0.00 -0.02 0.02
H 1.3602 -0.3397 4.3388 0.01 0.00 0.00
H 3.5098 -1.1999 5.2689 -0.02 0.01 0.01
O 2.7488 0.6706 -0.7292 -0.03 0.01 0.11
C 2.9250 1.9070 -0.7729 -0.02 -0.05 -0.13
O 2.4240 2.7663 -0.0074 -0.27 0.10 0.08
C 3.8236 2.4195 -1.8854 0.03 -0.04 0.09
C 3.5257 3.6073 -2.5434 0.06 -0.02 0.07
C 4.3389 4.0641 -3.5653 0.05 0.10 -0.12
C 5.4646 3.3298 -3.9026 -0.19 -0.10 0.28
C 5.7874 2.1494 -3.2514 0.12 0.00 -0.11
C 4.9514 1.6906 -2.2493 -0.08 0.04 -0.05
N 6.3449 3.8238 -4.9651 0.14 0.08 -0.20
O 5.9854 4.8020 -5.5945 -0.01 -0.05 0.07
O 7.3890 3.2312 -5.1634 -0.09 0.00 0.04
H 2.6570 4.1717 -2.2348 -0.03 0.03 0.02
H 4.1267 4.9828 -4.0926 -0.01 -0.02 -0.01
H 6.6752 1.6079 -3.5434 0.01 0.01 0.01
H 5.1603 0.7631 -1.7335 -0.01 -0.02 -0.04
```
Forces are in eV/Å.



(3)
C38H55As2N4O5PPtTe | ωB97M-V/def2-TZVPD

## Properties
ΔE to the lowest compared entry with this formula, charge and spin   20.0 kcal/mol
Gap between HOMO and LUMO   0.237 Ha
Net charge   +2
2S+1   1
E   -197989.0461 eV
HOMO   -13.03 eV
LUMO   -0.2419 Ha

Structure (XYZ):
```
107
Properties=species:S:1:pos:R:3:forces:R:3
Pt -1.0353 -0.3832 -0.6485 0.10 -0.45 -0.08
C -3.0880 2.8365 -1.0092 -0.06 -0.02 0.02
As -2.2161 1.3276 -1.8134 0.01 -0.14 -0.16
C -1.0199 2.1180 -3.1037 0.02 0.06 0.07
C -3.5328 0.3422 -2.8145 -0.01 0.09 0.04
C -4.8162 0.8409 -2.9886 -0.02 0.01 -0.02
C -5.7400 0.1185 -3.7349 0.02 0.03 0.00
C -5.3748 -1.0878 -4.3092 0.04 -0.02 0.00
C -4.0894 -1.5877 -4.1275 -0.05 -0.01 -0.07
C -3.1647 -0.8804 -3.3750 0.03 -0.07 0.07
As -1.3959 -1.5903 -3.0157 0.02 0.09 0.17
C -0.5596 -1.5445 -4.7719 0.04 0.04 0.06
C -1.6796 -3.4865 -2.7439 -0.01 0.03 -0.04
H -3.5453 3.4064 -1.8185 0.00 0.01 0.00
H -2.3368 3.4457 -0.5120 -0.01 -0.03 0.00
H -3.8344 2.5199 -0.2865 -0.01 -0.01 -0.03
H -1.6001 2.4328 -3.9699 -0.02 -0.01 0.01
H -0.2496 1.4052 -3.3870 -0.03 -0.02 0.00
H -0.5517 2.9832 -2.6388 0.05 0.02 -0.03
H -5.1123 1.7831 -2.5461 -0.01 0.01 0.00
H -6.7428 0.5013 -3.8661 0.00 0.01 0.00
H -6.0915 -1.6478 -4.8947 0.00 -0.01 0.01
H -3.8260 -2.5394 -4.5733 0.00 0.00 0.00
H 0.3551 -2.1336 -4.7642 0.01 0.00 0.01
H -0.3311 -0.5204 -5.0614 -0.01 -0.01 0.02
H -1.2614 -1.9726 -5.4872 0.00 0.01 0.01
H -1.9789 -3.9500 -3.6826 -0.01 -0.01 0.00
H -2.4568 -3.6318 -1.9979 -0.01 0.01 0.03
H -0.7498 -3.9420 -2.4057 0.01 0.02 0.00
O 0.0714 -1.9990 0.2093 -0.01 0.38 -0.01
C -0.4708 -2.8505 0.9302 -0.26 -0.14 0.01
C -1.8702 -3.0351 1.1780 0.10 0.06 -0.07
C -2.1993 -4.0335 2.1140 -0.03 -0.03 0.00
C -3.5083 -4.3067 2.3831 0.07 -0.03 0.03
C -4.5398 -3.6317 1.7305 -0.02 0.04 -0.03
C -4.2415 -2.6579 0.8077 -0.05 -0.01 0.05
C -2.9110 -2.3206 0.5215 0.21 -0.06 -0.16
O -2.7366 -1.3926 -0.4073 -0.15 0.09 0.07
N -3.8358 -5.3436 3.3790 0.02 0.02 -0.01
O -2.9041 -5.8877 3.9314 0.00 -0.01 0.00
O -5.0088 -5.5695 3.5689 0.00 0.00 0.00
H 0.2077 -3.5590 1.4208 -0.05 -0.01 0.01
H -1.4234 -4.5885 2.6259 -0.01 -0.01 0.00
H -5.5638 -3.8833 1.9701 0.00 0.00 -0.01
H -5.0243 -2.1152 0.2960 0.00 -0.01 0.00
C 1.9023 3.0790 6.0679 0.00 0.01 0.01
C 1.0648 2.4831 4.9757 -0.01 0.00 -0.04
C 0.7214 1.1377 4.9859 -0.04 0.05 -0.06
C -0.0791 0.5687 4.0006 -0.23 0.16 0.21
C -0.4210 -0.8915 4.1550 -0.02 0.02 0.06
C -0.5391 1.3929 2.9569 -0.32 0.19 0.29
Te -2.0009 0.6558 1.6498 0.02 0.02 0.05
C -0.2093 2.7615 2.9266 -0.13 -0.09 -0.04
C -0.7039 3.6934 1.8498 -0.30 0.04 0.15
C 0.5890 3.2774 3.9339 0.10 -0.02 0.04
H 2.3975 2.3097 6.6571 0.00 0.00 0.00
H 1.2768 3.6668 6.7425 0.01 0.00 0.00
H 2.6601 3.7492 5.6622 0.00 0.00 0.00
H 1.0813 0.5074 5.7918 -0.01 0.00 0.02
H -1.2434 -1.0133 4.8636 -0.04 0.01 -0.04
H 0.4322 -1.4408 4.5541 -0.12 0.06 0.05
H -0.7305 -1.3524 3.2185 0.02 0.00 0.00
H -0.6641 3.2147 0.8704 0.00 0.03 0.02
H -0.0958 4.5960 1.8157 -0.16 0.03 0.06
H -1.7383 3.9919 2.0345 -0.03 -0.05 0.02
H 0.8445 4.3310 3.9133 0.01 0.01 0.00
O 0.7024 0.6317 -0.9738 0.00 0.28 0.20
P 2.2215 0.5660 -0.7044 0.26 -0.07 0.03
N 2.6001 -0.1584 0.7024 -0.02 -0.15 -0.21
C 3.5678 -1.2700 0.8048 0.03 0.08 0.03
C 3.8384 -1.3331 2.3013 -0.01 0.00 -0.01
C 2.4784 -1.0028 2.9160 0.20 -0.04 -0.01
C 1.8781 0.0391 1.9669 0.02 -0.11 -0.18
N 2.9098 2.0514 -0.7243 -0.30 0.03 -0.02
C 2.4290 3.0578 -1.6843 -0.01 0.04 0.11
C 1.6188 4.0500 -0.8238 0.06 -0.03 -0.02
C 2.1571 3.8573 0.6140 0.08 -0.13 -0.04
C 3.2822 2.8324 0.4648 0.17 -0.03 -0.07
N 2.9353 -0.2108 -1.9397 -0.03 -0.03 -0.03
C 4.2953 0.0816 -2.4524 0.01 0.01 0.01
C 4.6166 -1.1328 -3.3216 0.01 0.00 0.00
C 3.2444 -1.6147 -3.7901 0.00 -0.01 0.00
C 2.3919 -1.4342 -2.5396 0.06 -0.04 0.01
H 4.4645 -1.0665 0.2223 0.01 -0.01 -0.01
H 3.1243 -2.2047 0.4472 -0.01 -0.01 0.00
H 4.5732 -0.5747 2.5764 0.00 0.01 -0.01
H 4.2227 -2.3030 2.6104 0.01 0.00 0.01
H 2.5599 -0.6177 3.9318 0.01 -0.05 -0.07
H 1.8495 -1.8947 2.9505 0.07 -0.01 -0.09
H 2.0180 1.0546 2.3477 0.01 -0.02 -0.02
H 0.8072 -0.1083 1.8230 0.33 -0.08 -0.12
H 1.8654 2.5917 -2.4911 -0.04 0.01 0.01
H 3.2993 3.5498 -2.1236 -0.01 0.01 -0.01
H 0.5534 3.8102 -0.8619 0.03 0.01 -0.01
H 1.7377 5.0714 -1.1810 -0.01 0.00 -0.01
H 1.3865 3.4492 1.2669 0.42 0.02 -0.24
H 2.5092 4.7864 1.0597 0.02 0.01 0.00
H 3.4372 2.1941 1.3294 -0.02 0.00 0.01
H 4.2303 3.3264 0.2398 0.02 -0.02 0.02
H 5.0104 0.2141 -1.6409 0.00 0.01 0.00
H 4.2814 1.0023 -3.0382 -0.01 0.00 0.00
H 5.0965 -1.9088 -2.7222 0.00 0.00 0.00
H 5.2868 -0.8812 -4.1406 0.00 0.00 0.00
H 3.2528 -2.6432 -4.1476 -0.01 0.00 0.00
H 2.8719 -0.9739 -4.5929 0.00 0.01 0.00
H 2.5001 -2.2949 -1.8695 0.00 0.01 0.01
H 1.3343 -1.2963 -2.7488 -0.08 -0.02 -0.04
```
Forces are in eV/Å.



Values for max |F|, eV/A, ordered as above
1.590; 0.752; 0.483
Values for M, g mol⁻¹, ordered as above
96.15; 1240.41; 1151.38